161
Properties=species:S:1:pos:R:3:forces:R:3 method="wB97M-V/def2-TZVPD" homo_ha=-0.2725 total_charge=0 total_energy_ha=-2928.0044 e_lumo_ev=-1.578
C 2.915 2.268 -3.068 -6.0951 -1.5887 -2.6985
C 1.734 2.126 -3.647 5.5445 -0.1729 2.4835
C 0.306 1.686 -4.277 0.9715 0.5904 0.7920
C -0.557 1.016 -3.053 -0.1142 0.3831 0.0772
C -0.675 -0.587 -3.197 0.2505 -0.4681 0.0777
C 0.541 -1.393 -2.455 0.2395 0.0990 -1.0169
N 1.617 -1.838 -3.309 -1.4216 -0.4782 7.0011
C 2.584 -2.527 -2.468 2.5758 -1.3936 -0.0404
C 3.894 -3.093 -3.219 0.4568 -0.1853 2.6707
P 4.008 -2.842 -5.123 1.1734 -2.6871 -0.0322
N 4.980 -3.996 -5.726 -1.5111 0.8944 -0.0997
C 5.075 -3.833 -2.500 -4.0817 1.5506 1.4786
C 4.952 -4.079 -0.941 -2.1987 0.9800 -1.3214
C 6.188 -4.848 -0.208 -0.2425 0.8936 -0.6276
C 7.091 -3.736 0.589 -0.1966 -0.6645 0.0263
C 7.893 -2.735 -0.399 -0.3170 0.0982 0.4639
C 7.040 -1.423 -0.824 0.0530 -0.7558 -0.8042
N 7.702 -0.112 -0.490 -0.1653 -0.9651 -0.7534
C 3.655 -3.584 -0.138 3.2158 0.2256 -1.4495
C 3.624 -3.933 1.414 -0.6215 1.1052 -0.7618
C 2.894 -3.227 2.453 -0.0462 -0.8573 -0.9983
C 2.499 -2.791 -0.924 0.0511 0.1063 0.1494
N 1.368 -2.334 -0.134 -0.8496 1.6336 -4.9169
C 0.389 -1.606 -0.902 3.8226 -1.9507 -0.8561
N -0.792 -1.049 -0.187 -2.3760 -4.8934 -0.6852
C -1.737 -1.962 -0.147 -2.6927 -0.7473 -1.2868
O -2.743 -2.712 -0.233 6.5041 4.7780 0.9498
H 3.913 2.140 -2.493 -2.3780 0.5859 -1.4213
H -0.233 2.617 -4.730 1.0528 -1.6482 0.9982
H 0.464 0.929 -5.144 -0.0333 1.3094 1.6045
H -0.027 1.312 -2.074 -0.9249 -0.5446 -1.4558
H -1.619 1.492 -3.007 1.8599 -0.9148 -0.2309
H -0.712 -0.822 -4.337 0.3625 0.0967 2.1045
H -1.672 -0.989 -2.758 1.6957 0.8584 -0.6423
H 4.584 -1.563 -5.427 -0.8200 -0.2141 0.5962
H 2.665 -2.958 -5.666 0.7967 0.7407 0.6924
H 4.439 -4.565 -6.410 0.6070 0.4578 0.7520
H 5.996 -4.200 -3.093 -1.8456 0.6920 0.9906
H 5.786 -5.681 0.476 0.5385 1.4267 -0.8313
H 6.850 -5.387 -1.006 -1.2889 1.1086 1.2774
H 7.866 -4.262 1.268 -1.3016 0.6291 -1.1431
H 6.354 -3.187 1.293 1.3327 -0.5820 -1.1850
H 8.207 -3.292 -1.372 -0.2856 0.8243 1.8920
H 8.828 -2.372 0.199 -1.5084 -0.7017 -1.3148
H 5.980 -1.518 -0.389 1.6079 0.3805 -0.5039
H 6.930 -1.456 -1.984 -0.0305 0.1516 2.0598
H 8.240 0.164 -1.334 -0.2056 -0.1590 1.2786
H 8.312 -0.191 0.341 -0.4072 0.0539 -0.9169
H 4.254 -4.854 1.756 -2.2744 0.7392 -1.1493
H 3.143 -2.189 2.876 -1.2275 -1.0056 -1.9540
H 1.925 -3.748 2.846 2.6974 0.3231 0.6468
C 1.194 5.310 0.262 -0.0810 -0.0325 0.0760
C 0.666 5.781 -1.089 0.0436 -0.1783 0.1274
N -0.452 4.988 -1.589 -0.1656 -0.2507 -0.3619
C -0.758 5.239 -2.997 0.2897 -0.1000 -0.0338
C -1.243 6.636 -3.377 -0.1878 0.1341 -0.2175
C -1.613 4.877 -0.710 0.2069 -0.1117 0.2956
C -2.289 6.170 -0.259 -0.2838 0.1067 0.0890
H 1.452 4.247 0.237 -0.0965 0.0985 -0.0461
H 2.098 5.868 0.523 -0.1023 -0.0129 -0.0491
H 0.468 5.473 1.063 0.0505 -0.0533 -0.0269
H 1.499 5.703 -1.799 -0.2740 -0.0415 -0.1452
H 0.412 6.845 -1.018 0.0456 0.1626 0.0277
H -1.493 4.504 -3.346 -0.0329 0.0018 0.2379
H 0.146 5.026 -3.582 0.0596 0.0160 0.2102
H -2.273 6.807 -3.060 0.0851 0.0642 0.0390
H -1.223 6.747 -4.466 0.0160 -0.0118 0.0823
H -0.612 7.424 -2.960 -0.0400 -0.0692 0.0114
H -1.309 4.325 0.187 0.0954 0.1250 -0.1146
H -2.365 4.231 -1.177 0.1890 0.0671 -0.1971
H -1.573 6.926 0.072 -0.0034 -0.0592 -0.0497
H -2.951 5.961 0.588 0.0566 0.0004 -0.0555
H -2.909 6.599 -1.047 0.0962 0.0834 0.0522
C -0.146 1.937 1.809 -0.0927 -0.1384 -0.0329
C -0.083 1.949 3.332 -0.0942 0.0651 -0.2182
N -1.395 1.956 3.970 -0.2697 0.2110 0.3036
C -1.344 2.269 5.398 0.0747 0.2418 -0.0674
C -0.618 1.284 6.312 0.0002 -0.0925 0.2816
C -2.300 0.871 3.602 0.0421 0.0538 -0.3678
C -1.821 -0.561 3.826 -0.0803 -0.2898 0.0465
H -0.757 2.763 1.432 0.0284 -0.1221 0.1119
H 0.860 2.049 1.394 -0.0783 -0.0346 0.0612
H -0.554 0.999 1.425 0.0317 0.1105 -0.0054
H 0.455 2.860 3.620 -0.1874 -0.0881 0.2365
H 0.529 1.103 3.666 0.1533 -0.0793 0.0075
H -2.363 2.414 5.775 -0.0083 -0.1136 -0.2030
H -0.865 3.250 5.512 0.0250 -0.0885 -0.1857
H -1.200 0.375 6.471 0.0978 -0.0097 -0.0419
H -0.468 1.740 7.296 -0.0087 -0.0259 -0.0856
H 0.367 1.009 5.929 -0.0739 0.0034 -0.0129
H -2.549 0.981 2.540 0.1346 0.0645 0.0351
H -3.260 1.006 4.114 0.1889 0.1636 0.1289
H -0.798 -0.722 3.478 -0.0330 0.0536 0.0190
H -2.463 -1.253 3.270 0.0265 0.0428 0.0356
H -1.882 -0.848 4.877 0.1132 -0.0180 -0.0458
C -0.451 -3.971 6.476 -0.0512 0.1066 -0.0271
C -1.308 -5.041 7.145 0.0721 0.2064 0.0270
N -2.127 -4.534 8.241 -0.0920 -0.0759 0.3959
C -2.710 -5.591 9.067 0.2456 -0.0523 0.0835
C -3.716 -6.531 8.407 -0.2319 -0.1726 0.0658
C -3.024 -3.427 7.921 0.2779 0.2216 -0.1348
C -4.045 -3.639 6.804 -0.2734 0.0891 -0.0957
H 0.166 -3.443 7.209 -0.1256 -0.0414 -0.0325
H 0.219 -4.435 5.746 -0.0918 0.0119 0.0573
H -1.060 -3.238 5.940 0.0657 -0.0143 0.0407
H -0.619 -5.797 7.540 -0.2659 0.0014 0.1558
H -1.915 -5.538 6.378 0.0004 -0.1013 -0.1454
H -3.174 -5.145 9.954 0.0410 0.1575 -0.1757
H -1.888 -6.201 9.463 0.0501 0.1223 -0.1568
H -4.679 -6.044 8.245 0.0613 -0.0427 -0.0829
H -3.900 -7.388 9.062 0.0303 0.0679 -0.0506
H -3.355 -6.924 7.454 -0.0176 0.0575 0.0428
H -2.412 -2.557 7.656 0.0678 -0.1393 -0.0189
H -3.554 -3.112 8.827 0.1334 -0.2605 0.0391
H -3.608 -4.105 5.918 0.0065 0.0018 0.0696
H -4.453 -2.672 6.493 0.0394 -0.0643 0.0231
H -4.888 -4.245 7.137 0.0707 -0.0425 -0.1118
C -4.726 3.759 2.887 -0.0015 -0.0465 -0.0811
C -5.883 3.570 3.863 0.0908 0.1666 -0.2029
N -7.044 4.402 3.563 -0.2825 0.2578 0.2057
C -8.021 4.448 4.651 0.1832 0.1374 0.1264
C -8.726 3.146 5.024 -0.2562 -0.0988 0.1232
C -7.609 4.267 2.223 0.3362 0.0899 -0.1782
C -8.063 2.878 1.780 -0.2019 -0.1447 -0.1834
H -4.440 4.813 2.813 -0.1020 -0.0817 0.0032
H -3.853 3.199 3.234 -0.0573 0.0636 -0.0297
H -4.973 3.394 1.887 0.0232 0.0545 0.0368
H -5.505 3.837 4.857 -0.2983 0.0377 -0.0114
H -6.143 2.506 3.900 0.0477 -0.1771 0.0447
H -8.779 5.208 4.426 0.1235 -0.0678 -0.1895
H -7.511 4.823 5.547 0.1246 -0.0632 -0.1494
H -9.475 2.865 4.283 0.0873 -0.0649 0.0253
H -9.254 3.275 5.975 0.0539 -0.0043 -0.0693
H -8.027 2.316 5.151 -0.0261 0.0532 -0.0436
H -6.865 4.625 1.502 0.0520 -0.0554 0.1456
H -8.447 4.965 2.108 0.0751 -0.0284 0.2848
H -7.331 2.102 2.015 -0.0234 0.0643 0.0287
H -8.205 2.869 0.694 0.0177 0.0080 0.0803
H -9.019 2.603 2.226 0.1070 -0.0864 0.0201
C 0.998 -0.967 -9.473 -0.0150 -0.1069 -0.0389
C 2.432 -0.501 -9.704 -0.1126 -0.1457 0.1292
N 3.435 -1.375 -9.106 0.3415 0.0151 0.3319
C 4.773 -0.780 -9.065 -0.0743 0.1486 0.1960
C 5.453 -0.479 -10.399 0.2577 0.0298 -0.1207
C 3.391 -2.781 -9.503 -0.3241 -0.0809 0.1035
C 3.506 -3.102 -10.992 0.0795 -0.2072 -0.1951
H 0.798 -1.116 -8.408 0.0851 -0.0313 -0.0904
H 0.298 -0.213 -9.843 0.0935 -0.0613 0.0030
H 0.782 -1.900 -10.002 -0.0072 0.0532 0.0759
H 2.517 0.495 -9.253 0.2768 -0.1368 -0.0166
H 2.592 -0.373 -10.781 -0.0491 0.0873 -0.1415
H 5.436 -1.415 -8.466 -0.2126 -0.1370 -0.0725
H 4.708 0.160 -8.501 -0.1932 -0.0638 -0.0671
H 5.806 -1.389 -10.887 -0.0724 0.0705 -0.0387
H 6.332 0.151 -10.228 -0.0809 -0.0439 -0.0009
H 4.798 0.058 -11.088 0.0141 -0.0548 0.0381
H 2.451 -3.210 -9.136 -0.0107 0.1580 -0.0302
H 4.165 -3.338 -8.963 0.0545 0.3153 0.0405
H 2.870 -2.463 -11.609 0.0389 0.0020 0.0550
H 3.192 -4.136 -11.168 0.0193 0.0805 0.0244
H 4.534 -3.018 -11.346 -0.0997 0.0724 -0.0572